130
Properties=species:S:1:pos:R:3:forces:R:3:lowdin_charge:R:1 method="wB97M-V/def2-TZVPD" relative_energy_ev=17.154 gap_ev=8.22 total_charge=0 max_force_ha_per_bohr=0.3033 e_tot_ha=-7190.92873
C 5.763 2.775 -0.078 4.50 0.26 -1.20 -0.36
S 4.310 3.446 0.335 -4.68 -0.14 2.03 0.75
O 3.584 2.484 1.320 0.94 1.04 -1.10 -0.61
C 4.899 4.683 1.430 -0.53 2.43 1.10 -0.29
H 6.244 3.763 -0.611 -0.97 -2.86 0.21 0.12
H 5.507 1.818 -0.752 1.35 2.26 1.50 0.11
H 6.475 2.767 0.855 -1.26 -1.16 -1.64 0.09
H 5.229 4.227 2.377 -0.08 -0.08 -0.41 0.06
H 3.989 5.349 1.666 1.42 -1.01 -0.40 0.07
H 5.699 5.352 1.030 -0.67 -0.59 0.06 0.07
C -3.820 -0.657 4.835 0.63 4.12 2.98 -0.26
S -3.336 -0.090 3.261 2.21 1.74 -1.47 0.85
O -1.793 -0.006 3.307 -1.54 -0.27 0.07 -0.58
C -3.696 -1.614 2.413 -4.92 2.23 -1.80 -0.24
H -3.382 -1.548 4.876 1.29 -4.16 0.67 -0.01
H -4.865 -0.633 4.934 -1.45 -0.33 -0.03 0.04
H -3.391 -0.053 5.787 -0.85 -0.79 -2.74 0.12
H -2.955 -2.244 2.541 3.43 -3.59 1.61 -0.01
H -3.783 -1.630 1.317 0.36 1.32 0.09 0.05
H -4.749 -1.912 2.652 1.08 -0.22 0.54 0.09
C 0.954 0.632 5.461 3.70 -1.46 3.27 -0.28
S 0.107 1.013 6.962 0.02 -0.26 1.12 0.84
O -0.721 2.206 6.698 -0.40 0.07 -0.11 -0.55
C -0.933 -0.486 7.129 -0.32 -1.11 2.82 -0.26
H 0.390 0.634 4.657 -3.31 -0.46 -3.82 -0.03
H 1.560 -0.297 5.612 -0.96 0.24 -0.14 0.08
H 1.751 1.319 5.265 0.30 1.13 0.41 0.06
H -0.391 -1.419 7.448 0.30 1.30 0.17 0.07
H -1.425 -0.881 6.328 -0.97 -0.19 -3.21 -0.03
H -1.829 -0.434 7.843 1.68 0.83 -0.39 0.09
C 0.042 1.188 0.766 -4.62 -2.06 5.82 -0.24
S -0.847 -0.202 0.282 -2.50 -0.94 1.00 0.82
O -2.192 0.435 -0.057 0.75 -0.62 0.06 -0.56
C -0.101 -0.621 -1.244 -0.57 2.47 -1.45 -0.27
H -0.163 1.455 1.918 -0.78 -0.86 -2.33 0.12
H -0.375 1.864 0.222 -1.84 4.85 -3.49 -0.02
H 0.964 1.164 0.934 8.30 -0.46 -0.25 -0.06
H -0.155 0.325 -1.909 0.03 -1.43 0.84 0.09
H -0.767 -1.389 -1.679 1.04 -0.03 0.22 0.05
H 0.935 -0.781 -0.972 0.27 -0.95 -0.44 0.02
C -4.237 -6.795 -2.091 -2.05 -0.21 0.29 -0.28
S -2.567 -6.184 -2.261 1.84 -0.86 1.01 0.79
O -1.991 -6.742 -3.506 -0.10 -0.01 -0.78 -0.54
C -2.729 -4.443 -2.470 -8.97 -7.75 -1.86 -0.22
H -4.211 -7.901 -2.433 0.13 1.94 0.49 0.08
H -5.042 -6.210 -2.718 1.50 -1.13 1.29 0.08
H -4.447 -6.791 -0.943 0.07 0.18 -2.13 0.08
H -2.046 -3.900 -2.625 11.01 6.36 -1.95 -0.09
H -3.202 -4.027 -1.718 -2.67 1.62 4.18 0.02
H -3.341 -4.285 -3.342 -0.70 -0.14 -0.59 0.07
C 2.391 1.312 -3.138 2.59 -3.95 -5.09 -0.29
S 2.836 2.888 -3.718 2.37 2.09 1.46 0.87
O 3.882 3.446 -2.708 -1.77 -1.32 -1.95 -0.58
C 3.678 2.258 -5.130 0.54 3.43 -0.78 -0.27
H 3.321 0.595 -3.152 -1.33 1.63 0.67 0.10
H 1.776 0.738 -3.929 0.10 1.28 1.42 0.09
H 2.011 1.474 -2.238 -1.94 0.00 3.98 -0.03
H 4.439 1.600 -4.938 1.75 -1.71 0.79 0.03
H 4.038 3.030 -5.831 0.32 0.35 0.95 0.08
H 2.964 1.898 -5.749 -2.57 -2.06 -1.65 0.01
C -4.628 2.157 -1.013 -0.80 2.71 2.05 -0.26
S -5.261 0.828 0.095 0.41 0.76 2.81 0.79
O -5.806 1.471 1.407 0.89 -0.77 -2.46 -0.58
C -6.697 0.382 -0.811 0.83 -3.97 -2.89 -0.31
H -5.383 3.103 -0.824 1.60 -2.47 -1.07 0.12
H -4.497 1.743 -2.003 -0.36 0.22 -0.36 0.03
H -3.615 2.559 -0.668 -1.36 -1.12 -0.14 0.05
H -7.051 1.170 -1.324 -2.10 3.42 -0.74 -0.02
H -7.458 -0.255 -0.312 0.83 0.72 -0.01 0.07
H -6.414 -0.162 -1.878 -0.01 0.42 2.86 0.12
C 1.123 6.924 0.703 -0.51 0.23 -4.84 -0.22
S 1.529 6.279 -0.935 2.62 -0.62 -0.30 0.90
O 2.978 5.757 -0.974 -2.11 1.40 0.41 -0.59
C 0.568 4.804 -0.746 2.64 -2.02 1.71 -0.27
H 0.424 7.672 0.681 -3.33 0.71 -0.22 0.05
H 1.765 7.547 1.100 4.97 3.16 0.99 0.01
H 1.184 6.229 1.374 -1.06 -4.49 3.90 -0.01
H -0.370 5.088 -0.489 -3.37 0.80 0.00 0.01
H 0.874 4.263 0.226 0.22 0.65 -1.52 0.08
H 0.674 4.107 -1.581 -0.15 0.46 0.01 0.05
C 3.085 -2.361 -2.992 -5.79 0.64 0.86 -0.23
S 2.358 -3.771 -2.258 -2.81 -1.13 1.22 0.87
O 0.831 -3.802 -2.526 2.53 0.53 -0.22 -0.57
C 3.115 -4.922 -3.300 -6.52 -3.28 0.72 -0.25
H 2.499 -2.143 -3.848 0.05 -0.09 -1.61 0.06
H 4.063 -2.391 -3.044 4.84 -0.04 -0.36 0.02
H 2.673 -1.648 -2.315 0.56 1.17 0.80 0.01
H 4.040 -4.767 -3.242 7.90 0.64 1.05 -0.03
H 2.909 -4.772 -4.280 -1.21 0.91 -3.19 0.04
H 2.777 -5.967 -3.133 0.48 0.70 0.50 0.10
C 5.032 -0.598 1.426 -1.89 0.22 3.82 -0.22
S 3.247 -0.401 1.171 -0.80 1.77 -1.31 0.80
O 2.717 -1.524 0.335 0.38 -0.66 -0.09 -0.57
C 2.780 -0.738 2.825 1.18 0.68 2.61 -0.27
H 5.424 0.334 1.945 -0.70 -1.38 -0.15 0.08
H 5.514 -0.636 0.543 1.38 -0.49 -3.20 0.00
H 5.037 -1.566 1.984 0.92 0.82 -0.24 0.07
H 1.847 -0.315 3.322 0.60 -1.27 -1.65 0.06
H 3.521 -0.171 3.433 -0.08 -0.12 -0.41 0.06
H 3.117 -1.778 2.994 -1.09 0.13 0.24 0.07
C -1.889 -1.035 -7.363 1.69 -4.64 -3.88 -0.30
S -0.442 -1.512 -6.456 -0.02 2.05 1.93 0.83
O 0.416 -0.273 -6.260 -0.44 -1.19 -0.27 -0.59
C -1.431 -1.677 -4.905 2.62 -1.38 3.69 -0.29
H -1.588 -1.010 -8.525 -0.98 -0.34 2.59 0.11
H -2.321 -0.178 -7.133 -1.44 4.21 1.44 -0.01
H -2.601 -1.842 -7.060 0.37 0.41 -1.06 0.06
H -0.623 -1.939 -3.951 -1.85 0.41 -2.96 0.10
H -2.054 -2.611 -4.949 0.26 1.17 -0.04 0.05
H -1.878 -0.752 -4.448 -0.04 -0.73 -1.31 0.07
C 0.233 -5.932 0.107 -1.16 0.83 -0.69 -0.24
S -0.378 -4.244 0.137 -1.57 -2.55 1.43 0.85
O -1.785 -4.570 0.676 1.08 1.19 -0.49 -0.57
C 0.630 -3.738 1.519 2.88 8.16 -12.97 -0.23
H 1.040 -6.180 -0.449 3.74 0.43 -1.50 0.01
H -0.387 -6.481 -0.540 -2.06 -0.74 -0.04 0.01
H 0.370 -6.339 1.058 -0.34 -0.50 1.62 0.05
H 0.517 -4.115 2.325 -1.86 -4.55 10.29 -0.06
H 0.460 -2.609 1.261 0.03 -1.47 2.18 0.05
H 1.690 -3.707 1.113 -0.94 -0.70 0.59 0.07
C -0.795 4.376 3.658 2.11 2.48 -2.39 -0.31
S -2.122 3.365 4.158 -3.41 1.54 -1.12 0.86
O -3.144 4.282 4.850 1.75 -1.22 -0.34 -0.54
C -2.737 3.291 2.467 2.05 -2.44 1.33 -0.26
H -0.141 4.434 2.667 -1.46 -1.58 1.83 0.10
H -0.201 4.331 4.498 2.22 -0.01 1.63 0.00
H -1.067 5.425 3.623 -1.04 0.22 0.34 0.05
H -3.599 2.748 2.509 -2.28 -2.11 0.07 -0.01
H -1.972 2.753 1.936 0.11 -0.51 -0.45 0.02
H -3.033 4.087 1.920 -0.25 3.62 -0.97 0.03